i.
14
Properties=species:S:1:pos:R:3 method="wB97M-V/def2-TZVPD" multiplicity=1 e_lumo_ev=0.376
C 1.111 -1.320 1.415
C -1.531 0.436 -1.356
C 1.073 0.035 0.959
N -0.615 -0.296 -0.548
N 0.195 0.418 0.052
N 0.347 -2.206 0.929
N -0.226 2.103 -0.615
O -0.830 1.597 -1.735
H 1.859 -1.488 2.199
H -1.791 -0.104 -2.268
H -2.439 0.669 -0.774
H 1.731 0.788 1.354
H 0.456 -3.137 1.321
H 0.661 2.505 -0.931

=====

ii.
14
Properties=species:S:1:pos:R:3 method="wB97M-V/def2-TZVPD" multiplicity=1 e_lumo_ev=-0.023
C 2.704 -0.219 0.052
N 1.736 -1.007 -0.175
N 0.467 -0.347 -0.234
C 0.065 0.895 0.001
O 0.839 1.808 0.337
C -1.322 1.075 -0.348
N -2.350 0.264 -0.165
N -2.046 -1.068 0.259
H 3.587 -0.774 -0.273
H 2.565 0.799 0.222
H -0.303 -0.993 -0.586
H -1.645 2.008 -0.738
H -2.902 -1.552 0.444
H -1.394 -0.889 1.202

=====

Winner for stability: ii

=====

i.
14
Properties=species:S:1:pos:R:3 method="wB97M-V/def2-TZVPD" multiplicity=1 e_lumo_ev=0.375
C 0.079 0.684 1.976
C 0.025 0.560 -0.418
C -0.029 -0.601 -1.251
H -0.015 -0.721 1.893
H -0.435 1.321 2.815
H 1.390 0.868 1.803
H -1.043 1.788 0.324
H -1.932 -1.399 -0.983
H -0.708 -2.840 -1.482
N -0.683 0.941 0.745
N 1.253 1.103 -0.603
N 1.870 0.555 -1.477
N -0.878 -1.657 -1.427
O 1.107 -0.601 -1.914

=====

ii.
14
Properties=species:S:1:pos:R:3 method="wB97M-V/def2-TZVPD" multiplicity=1 e_lumo_ev=0.192
C 2.919 -0.821 0.149
N 1.729 -0.087 0.084
N 0.534 -0.667 -0.189
C -0.519 0.035 -0.246
C -0.423 1.442 -0.106
N -0.286 2.529 0.175
N -1.714 -0.578 -0.520
O -2.679 -0.920 0.482
H 2.914 -1.610 1.046
H 3.291 -1.163 -0.927
H 3.619 0.182 0.443
H 1.759 0.898 -0.020
H -1.458 -1.504 -1.205
H -2.399 -1.744 1.180

=====

iii.
14
Properties=species:S:1:pos:R:3 method="wB97M-V/def2-TZVPD" multiplicity=1 e_lumo_ev=0.599
C -0.087 -0.885 0.123
C 2.154 -0.739 -0.169
C 1.722 0.514 0.290
H -3.355 -1.054 -0.040
H -2.279 -0.167 1.496
H 3.124 -1.291 -0.357
H 2.259 1.543 0.300
H 0.088 1.438 -1.415
H -1.373 1.656 -0.253
N -2.257 -0.256 0.188
N -1.239 -1.068 -0.424
N 0.410 0.397 0.536
N -0.129 1.469 -0.321
O 0.961 -1.558 0.047

=====

iv.
14
Properties=species:S:1:pos:R:3 method="wB97M-V/def2-TZVPD" multiplicity=1 smiles="CNn1nc[nH]c1=O" e_lumo_ev=0.753
C -2.145 -0.924 -0.163
N -1.145 -0.495 0.816
N -0.060 0.247 0.239
N 0.114 1.532 0.348
C 1.345 1.846 0.092
N 2.107 0.717 -0.218
C 1.472 -0.431 -0.068
O 1.672 -1.560 -0.246
H -3.149 -1.264 0.384
H -2.349 0.000 -0.839
H -1.910 -1.854 -0.862
H -0.691 -1.334 1.125
H 1.713 2.771 -0.137
H 3.025 0.750 -0.470

=====

Winner for stability: iv